Entry 1:
# C26H23BrN3O6S

The ion C26H23BrN3O6S with charge -1 in a non-equilibrium geometry (ωB97M-V/def2-TZVPD, OMol25).

- structure (SMILES) = CCOC(=O)[C@H](/N=C/c1ccccc1)[C@@H]1C(=[N+]([O-])[O-])c2c(Br)cccc2N1S(=O)(=O)c1ccc(C)cc1
- lowest unoccupied orbital energy (eV) = 2.3
- Kohn-Sham gap (eV) = 5.38
- net charge = -1

XYZ file:
```
60
C26H23BrN3O6S (ωB97M-V/def2-TZVPD)
C -4.473 -0.096 1.773
C -3.771 -1.050 0.861
O -2.795 -0.256 0.138
C -2.253 -0.959 -0.876
O -2.512 -2.111 -1.124
C -1.245 -0.113 -1.591
N -1.022 -0.572 -2.874
C -0.276 -0.016 -3.762
C -0.068 -0.631 -5.071
C 0.934 -0.203 -5.977
C 1.123 -0.904 -7.169
C 0.328 -2.010 -7.494
C -0.682 -2.414 -6.595
C -0.870 -1.747 -5.385
C -0.059 -0.392 -0.520
C 0.189 -1.810 -0.157
N 0.479 -2.855 -1.095
O 0.032 -3.996 -0.803
O 1.209 -2.642 -2.143
C 0.319 -1.944 1.265
C 0.678 -3.000 2.140
Br 1.523 -4.577 1.582
C 0.487 -2.810 3.509
C 0.033 -1.579 4.016
C -0.244 -0.488 3.192
C -0.093 -0.677 1.819
N -0.264 0.231 0.783
S -0.426 1.943 1.078
O -1.626 2.152 1.878
O -0.300 2.497 -0.249
C 0.946 2.476 2.082
C 0.630 3.221 3.219
C 1.645 3.687 4.042
C 2.984 3.465 3.725
C 4.048 3.988 4.649
C 3.297 2.777 2.542
C 2.286 2.305 1.698
H -4.953 -0.633 2.607
H -3.784 0.678 2.138
H -5.257 0.437 1.207
H -3.234 -1.829 1.398
H -4.446 -1.503 0.134
H -1.294 0.974 -1.426
H 0.216 0.976 -3.625
H 1.582 0.632 -5.684
H 1.903 -0.589 -7.850
H 0.469 -2.547 -8.436
H -1.326 -3.262 -6.834
H -1.578 -2.091 -4.617
H 0.788 0.129 -1.137
H 0.700 -3.620 4.200
H -0.159 -1.483 5.076
H -0.630 0.464 3.559
H -0.408 3.389 3.487
H 1.380 4.226 4.949
H 5.046 3.764 4.267
H 3.958 5.074 4.773
H 3.970 3.539 5.647
H 4.349 2.601 2.293
H 2.520 1.781 0.769
```


Entry 2:
# CH4O2S

An isolated molecule of CH4O2S in a non-equilibrium geometry (ωB97M-V/def2-TZVPD, OMol25).

- multiplicity = 3
- ΔE to the lowest compared entry with this formula, charge and spin (eV) = 3.191
- lowest unoccupied orbital energy (alpha / beta) (eV) = 0.8 / -4.5
- <S²> = 2.01
- Kohn-Sham gap (alpha / beta) (eV) = 6.19 / 7.85
- net charge = 0

XYZ file:
```
8
CH4O2S (ωB97M-V/def2-TZVPD)
C -0.950 0.031 -0.313
O 1.580 -1.295 -0.116
O 1.347 1.187 -0.129
S 0.882 -0.087 0.259
H -0.952 -0.135 -1.408
H -1.426 -0.684 0.209
H -1.412 1.008 -0.281
H 0.931 -0.024 1.779
```


Entry 3:
# C16H62O29

A structure of composition C16H62O29 in a non-equilibrium geometry (ωB97M-V/def2-TZVPD, OMol25).

- lowest unoccupied orbital energy (eV) = -1.0
- Kohn-Sham gap (eV) = 8.26
- net charge = 0

XYZ file:
```
107
C16H62O29 (ωB97M-V/def2-TZVPD)
C -2.497 4.354 -2.106
C -1.782 3.388 -2.115
C -0.891 2.338 -2.572
C -1.355 1.207 -3.100
C -2.797 0.782 -3.289
C -3.666 0.800 -2.002
O -4.640 1.886 -2.104
C -5.880 1.360 -2.355
O -6.794 1.594 -1.632
C -0.309 0.218 -3.585
O -0.538 -0.502 -4.526
C 1.009 0.189 -2.887
C 1.446 1.313 -2.316
C 2.785 1.273 -1.560
C 2.766 -0.009 -0.665
O 1.523 -0.058 0.079
C 1.736 -0.781 1.240
O 1.483 -1.955 1.278
C 2.331 -0.005 2.412
C 1.717 1.425 2.360
C 0.611 2.583 -2.421
O 1.085 3.684 -2.369
H -3.108 5.252 -2.062
H -2.759 -0.270 -3.616
H -3.241 1.330 -4.132
H -4.154 -0.156 -1.805
H -3.008 1.099 -1.178
H -5.950 0.733 -3.265
H 1.572 -0.738 -2.815
H 2.815 2.119 -0.858
H 3.617 1.272 -2.272
H 3.630 0.029 0.014
H 2.893 -0.892 -1.302
H 2.133 -0.525 3.348
H 3.396 0.103 2.173
H 1.631 1.772 3.398
H 2.372 2.111 1.785
H 0.714 1.409 1.934
O -2.490 -1.863 -0.803
H -3.212 -2.377 -0.420
H -1.794 -2.514 -0.961
O 5.552 0.757 -3.284
H 5.940 0.758 -4.166
H 6.262 0.446 -2.713
O 4.484 2.677 1.964
H 5.395 2.517 1.684
H 4.403 3.636 1.946
O -0.200 -3.593 2.942
H -1.082 -3.214 2.851
H 0.361 -3.032 2.387
O 0.236 3.603 1.730
H -0.662 3.932 1.619
H 0.771 4.162 1.166
O 2.488 -3.760 4.982
H 1.763 -3.511 4.395
H 2.502 -4.723 4.935
O -0.212 -5.966 4.520
H -0.684 -6.550 3.913
H -0.458 -5.075 4.233
O 1.807 1.779 -5.436
H 1.285 2.465 -5.007
H 1.193 1.042 -5.526
O -4.288 7.249 -1.574
H -5.223 7.377 -1.381
H -3.924 8.143 -1.576
O 4.106 -2.794 -0.304
H 3.212 -2.687 0.044
H 4.232 -3.750 -0.341
O -4.808 -1.687 1.180
H -5.203 -2.137 1.936
H -5.462 -1.027 0.926
O 1.115 5.859 -0.204
H 0.694 5.207 -0.782
H 0.838 6.711 -0.551
O -0.856 -3.489 -0.465
H -0.031 -3.224 -0.040
H -0.679 -4.386 -0.769
O -1.390 -8.540 3.386
H -2.178 -8.922 3.784
H -0.810 -9.294 3.240
O -3.562 -4.770 -0.575
H -3.820 -4.557 0.329
H -2.626 -4.542 -0.610
O 4.581 -1.403 3.949
H 3.794 -1.814 4.330
H 5.181 -2.142 3.808
O -5.499 -4.474 1.967
H -6.255 -4.319 1.392
H -5.330 -5.423 1.883
O -3.000 9.707 -3.131
H -2.116 9.859 -3.483
H -3.370 9.033 -3.714
O -3.035 13.058 -3.424
H -3.781 13.265 -3.995
H -2.985 12.096 -3.441
O 7.411 2.644 2.714
H 7.567 2.438 3.642
H 8.277 2.895 2.379
O 2.049 -6.565 6.907
H 1.322 -6.298 6.329
H 2.039 -7.526 6.867
O -5.803 -6.231 1.712
H -5.397 -6.312 0.839
H -5.189 -6.685 2.298
O 5.361 -4.285 -2.410
H 6.285 -4.198 -2.661
H 5.013 -3.387 -2.467
```


Entry 4:
# C31H45Cl2N5O3SiSn

A structure of composition C31H45Cl2N5O3SiSn (ωB97M-V/def2-TZVPD, OMol25).

- ΔE to the lowest compared entry with this formula, charge and spin (eV) = 0.000
- lowest unoccupied orbital energy (eV) = 0.6
- Kohn-Sham gap (eV) = 8.09
- net charge = 0

XYZ file:
```
88
C31H45Cl2N5O3SiSn (ωB97M-V/def2-TZVPD)
Sn -0.362 -0.805 1.216
C -0.475 -3.005 -2.030
C -1.839 -3.287 -1.411
N -1.772 -3.506 0.019
C -1.159 -4.726 0.483
C 0.357 -4.655 0.563
C 1.137 -5.771 0.276
C 2.515 -5.661 0.354
C 3.075 -4.436 0.681
C 2.224 -3.372 0.947
C 2.759 -1.995 1.270
N 2.023 -0.925 0.592
C 2.311 -0.762 -0.837
C 1.601 -1.783 -1.718
N 0.176 -1.852 -1.434
N 0.901 -3.495 0.918
H -0.602 -2.903 -3.119
H 0.176 -3.872 -1.880
H -2.279 -4.144 -1.950
H -2.495 -2.429 -1.580
H -2.653 -3.321 0.473
H -1.425 -5.598 -0.136
H -1.532 -4.931 1.489
H 0.668 -6.701 -0.018
H 3.147 -6.512 0.135
H 4.148 -4.299 0.709
H 3.826 -1.960 1.017
H 2.662 -1.814 2.344
H 2.230 -0.057 1.078
H 3.390 -0.827 -1.027
H 1.987 0.240 -1.112
H 2.020 -2.778 -1.549
H 1.814 -1.525 -2.766
H -0.271 -0.987 -1.720
N -0.365 -0.938 5.777
C -0.503 0.511 5.913
C 0.438 1.213 4.942
C 0.132 0.779 3.522
O -0.998 0.991 3.051
O 1.041 0.158 2.870
H -0.983 -1.427 6.411
H 0.583 -1.228 5.991
H -0.309 0.877 6.930
H -1.528 0.778 5.652
H 1.480 0.988 5.179
H 0.289 2.292 5.014
Cl -3.726 0.228 2.229
C -5.086 -0.194 1.199
Cl -4.791 -1.685 0.266
H -5.240 0.605 0.484
H -5.963 -0.362 1.811
C -3.143 2.072 -1.092
C -1.953 3.012 -0.870
C -2.021 3.542 0.570
C -2.035 4.181 -1.854
Si -0.316 2.074 -1.037
O -0.334 0.728 -0.157
C 1.090 3.195 -0.479
C 1.700 2.939 0.751
C 2.718 3.751 1.235
C 3.145 4.844 0.494
C 2.548 5.121 -0.728
C 1.533 4.304 -1.206
C 0.043 1.524 -2.821
C 1.283 1.743 -3.428
C 1.600 1.192 -4.664
C 0.679 0.396 -5.328
C -0.559 0.155 -4.746
C -0.865 0.712 -3.512
H -4.075 2.593 -0.835
H -3.063 1.181 -0.464
H -3.235 1.753 -2.132
H -2.987 4.033 0.738
H -1.236 4.277 0.763
H -1.917 2.740 1.305
H -2.975 4.727 -1.715
H -1.995 3.843 -2.893
H -1.221 4.894 -1.698
H 1.363 2.098 1.347
H 3.174 3.531 2.193
H 3.938 5.479 0.868
H 2.875 5.975 -1.310
H 1.083 4.535 -2.166
H 2.027 2.349 -2.923
H 2.570 1.383 -5.107
H 0.923 -0.036 -6.290
H -1.286 -0.467 -5.254
H -1.832 0.492 -3.074
```